Record 1
Below is a molecular structure, C42H27F4N10Ti, with properties calculated with wB97M-V/def2-TZVPD.

Each line ends with the Mulliken charge.
Cartesian coordinates (Å):
Ti  0.3277  0.1340  0.1687  -0.884
C  0.4784  -3.8313  5.4177  -0.694
C  1.8259  -4.0781  5.0554  -0.609
C  2.4287  -3.3852  4.0356  -0.366
C  1.6712  -2.4214  3.3508  0.257
C  1.9621  -1.5476  2.2657  -0.447
N  3.1546  -1.4657  1.6365  -0.734
C  3.1752  -1.0103  0.4214  -0.245
C  4.3954  -0.8665  -0.3835  -0.146
C  5.7311  -0.8605  -0.0175  -0.028
C  6.6778  -0.6792  -1.0166  -0.653
C  6.2927  -0.5218  -2.3459  -0.706
C  4.9490  -0.5487  -2.7083  -0.655
C  4.0089  -0.7149  -1.7106  0.037
C  2.5083  -0.8509  -1.7438  -0.011
N  2.1843  1.4356  -2.5724  0.171
C  1.6103  2.3874  -1.7035  -1.465
N  0.7623  2.1080  -0.6944  0.986
C  0.2297  3.3185  -0.2604  -1.300
N  -0.8077  3.4855  0.6016  -0.509
C  -1.3140  2.5449  1.3034  -0.165
N  -0.8602  1.2251  1.4381  0.351
C  -1.5394  0.6549  2.4945  -0.537
N  -1.2814  -0.4581  3.1101  -0.216
C  -0.1328  -1.1248  2.8719  -0.373
N  0.8589  -0.7903  1.9773  0.548
C  0.3289  -2.1795  3.7094  0.708
C  -0.2712  -2.8865  4.7630  -0.567
C  -2.6100  1.5592  2.9262  0.054
C  -3.6131  1.4116  3.8695  0.234
C  -4.4701  2.4865  4.0660  -0.863
C  -4.3101  3.6746  3.3492  -0.650
C  -3.2945  3.8188  2.4128  -0.070
C  -2.4533  2.7379  2.2080  -0.044
C  0.8000  4.3650  -0.9922  0.518
C  0.6212  5.7671  -0.9971  -0.357
C  1.3295  6.5180  -1.8913  -0.583
C  2.2392  5.9183  -2.8136  -0.695
C  2.4289  4.5663  -2.8353  -0.496
C  1.7058  3.7651  -1.9199  0.819
N  2.0866  -0.7160  -0.3492  0.966
H  0.0419  -4.4031  6.2278  0.391
H  2.3847  -4.8303  5.5995  0.378
H  3.4586  -3.5706  3.7574  0.517
H  6.0143  -0.9849  1.0194  0.530
H  7.7305  -0.6526  -0.7635  0.391
H  7.0499  -0.3716  -3.1056  0.395
H  4.6588  -0.4280  -3.7454  0.430
H  -1.3004  -2.6855  5.0328  0.535
H  -3.7145  0.4873  4.4238  0.579
H  -5.2760  2.4079  4.7857  0.389
H  -4.9934  4.4960  3.5288  0.381
H  -3.1582  4.7356  1.8544  0.563
H  -0.0702  6.2207  -0.2978  0.508
H  1.2085  7.5948  -1.9081  0.377
H  2.7880  6.5557  -3.4964  0.379
H  3.1363  4.1229  -3.5290  0.417
C  1.7186  0.0741  -2.6525  -1.174
N  0.2981  -0.1064  -2.2929  1.090
C  -0.5945  0.8226  -3.0021  -1.398
C  -0.1763  -1.4879  -2.5580  -1.363
C  -0.5006  -2.2240  -1.2598  -0.842
N  -1.0502  -1.2279  -0.3532  1.027
C  -2.2043  -1.5431  0.3417  -0.525
C  -3.2719  -0.6453  0.4201  0.423
F  -3.2242  0.5041  -0.2786  -0.448
C  -4.3878  -0.9223  1.1868  0.203
F  -5.3934  -0.0299  1.2177  -0.412
C  -4.5035  -2.0991  1.8953  -0.599
C  -3.4606  -3.0043  1.8132  0.519
F  -3.5329  -4.1600  2.5003  -0.383
C  -2.3391  -2.7403  1.0576  0.578
F  -1.3245  -3.6214  1.0549  -0.448
H  1.8895  -0.2488  -3.6918  0.617
H  2.2788  1.8500  -3.4869  0.453
H  2.2936  -1.8845  -2.0562  0.557
H  -0.5754  0.6307  -4.0838  0.223
H  -1.6055  0.6602  -2.6305  0.445
H  -0.3296  1.8574  -2.8178  0.358
H  -1.0895  -1.4151  -3.1491  0.596
H  0.5444  -2.0388  -3.1699  0.325
H  -1.2235  -3.0180  -1.4713  0.826
H  0.3905  -2.7041  -0.8436  0.127
H  -5.3786  -2.3054  2.4932  0.484

Spin multiplicity = 1
Net charge = -1
E_HOMO (alpha / beta) = -3.08 / -3.07 eV
HOMO-LUMO gap (alpha / beta) = 5.2 / 5.3 eV
LUMO level (alpha / beta) = 2.157 / 2.197 eV

Record 2
Below is a molecular structure, C42H28F5IN5PV at a distorted geometry, with properties calculated with wB97M-V/def2-TZVPD.

Each line ends with the Mulliken charge.
Cartesian coordinates (Å):
V  0.8367  -0.4028  0.9685  0.688
C  0.3431  -2.6584  -3.0574  -1.003
C  -0.8679  -3.3298  -2.9731  -0.559
C  -1.5640  -3.2274  -1.7938  -0.931
C  -1.0431  -2.4735  -0.7437  0.320
N  0.1014  -1.7713  -0.8206  -0.010
C  0.7681  -1.9081  -1.9831  -0.765
N  -1.7550  -2.6153  0.4376  -0.088
C  -1.1896  -2.4495  1.5501  -0.245
N  0.1209  -1.8707  1.7963  0.642
C  0.5363  -2.3549  3.0809  -0.010
N  1.6807  -2.2415  3.6084  -0.468
C  2.6537  -1.3741  3.1996  -0.200
C  3.8928  -1.5104  3.8380  -0.814
C  4.8298  -0.5168  3.7374  -0.487
C  4.4940  0.6402  3.0309  -1.280
C  3.2964  0.6861  2.3737  -0.619
N  2.4023  -0.3446  2.3611  1.192
C  -0.6065  -3.0134  3.7016  0.352
C  -0.7123  -3.5756  4.9638  -0.491
C  -1.9558  -4.0764  5.3229  -0.711
C  -3.0402  -4.0202  4.4409  -0.622
C  -2.9147  -3.4771  3.1691  -0.559
C  -1.6733  -2.9655  2.8309  0.551
H  0.9663  -2.7101  -3.9375  0.554
H  -1.2467  -3.9243  -3.7919  0.496
H  -2.5004  -3.7346  -1.6235  0.577
H  1.7131  -1.4151  -2.0682  0.892
H  4.0367  -2.3814  4.4599  0.582
H  5.7792  -0.6029  4.2448  0.465
H  5.1507  1.4964  3.0028  0.521
H  2.9881  1.5711  1.8353  0.680
H  0.1340  -3.6175  5.6323  0.570
H  -2.0938  -4.5197  6.2980  0.444
H  -3.9942  -4.4190  4.7588  0.454
H  -3.7415  -3.4602  2.4743  0.581
I  3.0980  0.2165  -0.5814  0.404
C  2.7756  0.5316  -2.6126  -0.363
C  3.8624  0.1244  -3.3466  -0.443
C  3.9290  0.3881  -4.7279  -1.056
C  2.9214  1.1026  -5.2945  -0.834
C  1.7991  1.5361  -4.5431  1.218
C  0.8436  2.3428  -5.2056  -0.871
C  -0.2255  2.8407  -4.5291  -1.146
C  -0.4126  2.4615  -3.1928  -0.589
C  0.4389  1.6196  -2.5088  0.209
P  -0.3443  1.2113  -0.8776  2.747
C  -1.9162  0.4200  -1.3784  0.823
C  -2.9248  0.1866  -0.4383  -0.735
C  -4.1176  -0.4118  -0.8146  -0.891
C  -4.3212  -0.7983  -2.1293  -0.869
C  -3.3181  -0.5934  -3.0640  -0.910
C  -2.1250  0.0042  -2.6947  -0.752
C  -0.6755  2.9004  -0.3113  0.818
C  0.4250  3.7544  -0.2299  -0.800
C  0.2609  5.0629  0.1821  -0.729
C  -1.0086  5.5319  0.5043  -0.742
C  -2.1049  4.6900  0.4084  -0.788
C  -1.9418  3.3716  0.0025  -0.077
C  1.6482  1.2066  -3.1609  0.262
H  4.6906  -0.3825  -2.8722  0.489
H  4.7828  0.0644  -5.3040  0.452
H  2.9593  1.3721  -6.3413  0.442
H  1.0031  2.5792  -6.2480  0.468
H  -0.9427  3.4916  -5.0055  0.468
H  -1.3011  2.8334  -2.6957  0.479
H  -2.7991  0.4704  0.5918  0.590
H  -4.8903  -0.5652  -0.0753  0.513
H  -5.2551  -1.2536  -2.4249  0.447
H  -3.4620  -0.9004  -4.0904  0.510
H  -1.3654  0.1457  -3.4495  0.359
H  1.4169  3.4080  -0.5047  0.336
H  1.1160  5.7201  0.2463  0.486
H  -1.1423  6.5575  0.8177  0.426
H  -3.0936  5.0561  0.6430  0.505
H  -2.8146  2.7356  -0.0747  0.428
F  0.7293  2.0446  2.0229  -0.217
C  -0.0526  0.9503  2.2974  0.692
F  -1.3238  1.2275  1.9262  -0.183
C  -0.1329  0.8478  3.8421  0.382
F  1.0626  0.6817  4.4089  -0.230
F  -0.6656  1.9627  4.3212  -0.239
F  -0.9107  -0.1790  4.1871  -0.186

Spin multiplicity = 2
Net charge = +2
E_HOMO (alpha / beta) = -13.61 / -13.61 eV
ΔE to the lowest compared entry with this formula, charge and spin = 15.52 kcal per mole
HOMO-LUMO gap (alpha / beta) = 6.1 / 6.9 eV
LUMO level (alpha / beta) = -7.529 / -6.680 eV

Molar mass
In order: 795.61, 906.53
Unit: g mol⁻¹